(1)
The following is a quantum chemistry calculation of a structure of composition C50H59Br2CsN9O4, from the OMol25 dataset.

Calculated values
highest occupied orbital energy = -3.8 eV
relative energy (zero: lowest compared OMol25 entry of this formula, charge and spin) = 0.419 eV
2S+1 = 1
HOMO-LUMO gap = 5.70 eV
total charge = -1
electronic energy = -7902.6236 Ha

The geometry in XYZ format:
```
125
Properties=species:S:1:pos:R:3:forces:R:3
Cs 0.202 0.307 -1.144 0.526 -0.298 0.479
C 4.074 3.592 -1.066 0.014 0.012 -0.005
C 5.005 2.739 -1.928 -0.003 -0.019 0.007
C 4.311 1.823 -2.899 -0.010 0.040 -0.040
C 4.156 2.196 -4.229 -0.002 -0.017 -0.002
C 3.519 1.332 -5.103 0.010 -0.008 0.019
C 3.052 0.125 -4.615 -0.007 0.072 -0.023
C 3.243 -0.161 -3.272 -0.074 -0.124 -0.025
N 3.866 0.659 -2.427 0.026 -0.020 0.073
N 3.282 2.896 -0.054 0.020 -0.022 0.016
C 2.563 3.911 0.706 -0.020 0.018 -0.018
C 1.359 3.435 1.487 0.020 -0.030 0.010
C 1.129 3.885 2.782 0.023 -0.013 -0.020
C -0.011 3.465 3.450 -0.019 -0.003 0.005
C -0.877 2.597 2.809 0.068 -0.021 0.040
C -0.559 2.194 1.519 -0.105 0.051 0.094
N 0.518 2.614 0.865 -0.011 0.142 0.049
C 4.145 2.045 0.766 -0.017 0.005 -0.021
C 3.483 1.488 1.999 -0.001 0.001 0.037
C 3.877 1.898 3.265 0.001 0.014 0.015
C 3.228 1.380 4.377 -0.009 -0.013 -0.020
C 2.194 0.482 4.184 0.017 0.019 0.028
C 1.880 0.107 2.883 -0.021 -0.005 -0.007
N 2.522 0.578 1.817 0.015 0.003 -0.045
H 3.375 4.119 -1.722 -0.003 -0.002 0.001
H 4.706 4.359 -0.575 -0.006 -0.006 -0.002
H 5.679 2.151 -1.305 0.007 0.005 -0.003
H 5.628 3.438 -2.491 -0.006 0.011 0.003
H 4.525 3.157 -4.566 0.000 0.004 -0.004
H 3.374 1.606 -6.141 0.005 0.006 -0.009
H 2.527 -0.579 -5.245 0.002 -0.007 -0.002
H 2.886 -1.096 -2.846 0.033 0.124 -0.067
H 2.192 4.638 -0.021 0.002 0.004 0.008
H 3.240 4.461 1.387 0.007 -0.004 -0.009
H 1.848 4.537 3.262 0.001 0.001 0.002
H -0.205 3.796 4.463 -0.002 -0.001 0.001
H -1.762 2.205 3.293 -0.005 0.010 -0.001
H -1.203 1.491 0.999 -0.077 0.038 0.075
H 5.047 2.603 1.085 -0.013 -0.002 -0.001
H 4.462 1.206 0.142 0.003 -0.006 0.000
H 4.674 2.624 3.371 0.000 0.000 0.004
H 3.517 1.687 5.375 0.002 0.000 0.002
H 1.637 0.059 5.009 0.001 0.006 0.004
H 1.087 -0.605 2.688 -0.005 -0.007 -0.005
Br -0.551 -0.281 -4.296 -0.160 -0.027 -0.463
C -0.556 -2.105 -4.966 -0.028 0.026 0.000
Br 0.693 -3.244 -4.005 -0.006 0.028 0.015
H -0.258 -2.123 -6.007 0.004 0.026 0.005
H -1.538 -2.545 -4.837 -0.003 0.023 0.014
C -8.617 -0.550 1.718 -0.013 0.017 -0.001
O -7.212 -0.603 1.636 0.022 -0.014 0.006
C -6.615 -1.816 1.851 0.017 0.002 -0.018
C -7.290 -2.972 2.198 -0.011 0.008 0.004
C -6.585 -4.161 2.374 0.007 -0.030 0.008
C -5.217 -4.184 2.179 -0.030 -0.019 -0.004
C -4.538 -3.027 1.815 0.013 0.009 -0.008
C -5.221 -1.826 1.671 -0.016 -0.029 0.031
N -4.609 -0.615 1.332 0.021 0.068 -0.042
C -3.225 -0.471 1.181 -0.033 0.020 -0.117
N -2.519 -0.888 2.271 -0.025 0.055 0.121
C -1.294 -1.630 2.303 0.065 -0.062 0.005
C -0.576 -1.942 1.143 -0.011 -0.021 0.013
C 0.548 -2.753 1.387 -0.092 -0.014 0.037
C 0.950 -3.198 2.647 0.017 0.012 0.019
C 0.199 -2.850 3.763 0.000 0.000 0.033
C -0.934 -2.074 3.581 -0.021 0.001 -0.020
O -1.735 -1.736 4.680 0.047 0.029 -0.018
C -2.514 -2.823 5.149 -0.023 -0.020 0.010
N -2.682 0.114 0.183 -0.006 -0.011 0.055
C -3.410 0.426 -0.972 -0.013 -0.040 -0.041
C -3.367 1.735 -1.452 0.000 -0.022 -0.056
C -3.982 2.084 -2.642 0.000 0.012 -0.008
C -4.659 1.127 -3.380 -0.011 0.011 -0.015
C -4.691 -0.186 -2.933 -0.004 -0.014 -0.001
C -4.065 -0.544 -1.749 -0.029 0.002 -0.007
O -4.111 -1.860 -1.353 -0.013 0.024 0.017
C -2.874 -2.553 -1.565 0.007 -0.032 0.004
H -8.895 0.475 1.487 -0.007 -0.008 0.000
H -8.970 -0.802 2.722 0.002 -0.001 -0.005
H -9.085 -1.224 0.993 0.004 -0.001 0.003
H -8.362 -2.961 2.335 0.003 -0.001 -0.001
H -7.118 -5.062 2.649 0.001 0.000 0.001
H -4.664 -5.108 2.288 -0.001 -0.001 0.001
H -3.472 -3.062 1.627 -0.016 -0.017 -0.021
H -5.156 -0.033 0.713 -0.003 0.005 0.016
H -3.075 -0.992 3.106 0.011 0.011 -0.010
H 1.151 -3.072 0.541 0.054 -0.014 -0.053
H 1.841 -3.810 2.761 -0.006 -0.005 0.008
H 0.470 -3.171 4.763 0.001 0.000 -0.009
H -1.883 -3.649 5.490 0.004 0.006 -0.003
H -3.183 -3.197 4.366 0.007 0.004 0.015
H -3.107 -2.454 5.985 -0.006 -0.015 -0.004
H -2.802 2.468 -0.892 0.009 0.003 -0.009
H -3.896 3.099 -3.007 0.000 -0.002 0.002
H -5.132 1.390 -4.318 0.000 0.000 0.002
H -5.188 -0.964 -3.500 0.003 -0.004 0.002
H -2.583 -2.483 -2.620 -0.006 0.003 0.008
H -3.058 -3.595 -1.308 0.002 0.007 0.002
H -2.078 -2.165 -0.922 0.031 0.000 0.005
C 5.177 -1.578 2.001 0.009 -0.002 0.011
C 4.688 -2.115 0.698 0.063 -0.030 -0.024
C 5.221 -3.044 -0.175 -0.045 -0.003 0.079
C 4.289 -3.133 -1.231 0.022 0.094 -0.033
N 3.272 -2.308 -1.031 0.042 -0.257 0.278
N 3.535 -1.711 0.143 -0.175 0.058 -0.217
C 4.353 -3.971 -2.465 0.007 0.012 -0.023
H 6.016 -2.175 2.355 0.002 0.000 0.008
H 4.390 -1.602 2.759 0.008 -0.005 -0.009
H 5.511 -0.543 1.907 0.008 -0.019 -0.001
H 6.142 -3.590 -0.055 -0.003 -0.012 0.001
H 2.880 -1.031 0.516 0.073 0.087 0.070
H 4.931 -4.879 -2.293 -0.004 0.000 0.007
H 4.821 -3.424 -3.287 0.005 -0.003 -0.014
H 3.349 -4.252 -2.783 0.014 0.001 -0.003
C 0.676 3.243 -4.838 0.026 0.009 0.016
C 0.511 2.898 -3.349 0.007 0.025 -0.084
C 0.312 4.197 -2.548 -0.029 -0.027 0.019
O -0.515 2.022 -3.140 -0.160 0.160 -0.217
H 1.528 3.909 -5.025 -0.003 -0.005 -0.001
H -0.238 3.730 -5.190 -0.008 0.004 0.003
H 0.812 2.327 -5.416 0.005 -0.002 0.001
H 1.500 2.489 -3.008 -0.014 -0.037 -0.036
H -0.622 4.672 -2.865 -0.001 0.003 0.001
H 1.135 4.909 -2.693 0.008 -0.003 -0.007
H 0.230 3.958 -1.485 -0.003 0.002 0.006
```
Positions in Å, forces in eV/Å.

---

(2)
The following is a quantum chemistry calculation of a structure of composition C50H59FN6O2Sn at a distorted geometry, from the OMol25 dataset.

Calculated values
highest occupied orbital energy (alpha / beta) = -12.5 / -12.5 eV
relative energy (zero: lowest compared OMol25 entry of this formula, charge and spin) = 0.001 eV
2S+1 = 1
HOMO-LUMO gap (alpha / beta) = 5.67 / 5.68 eV
total charge = +2
electronic energy = -2733.4951 Ha

The geometry in XYZ format:
```
119
Properties=species:S:1:pos:R:3:forces:R:3
Sn -1.278 -0.225 -0.995 0.467 0.800 0.566
C 5.752 1.082 1.481 -0.072 -0.018 -0.032
C 5.769 0.652 0.016 0.212 0.144 -0.162
C 6.564 1.690 -0.795 -0.072 -0.028 0.030
C 6.474 -0.712 -0.085 -0.071 0.000 0.021
C 4.373 0.500 -0.559 0.037 -0.089 -0.007
C 3.250 0.747 0.137 -0.099 -0.079 0.173
C 1.971 0.398 -0.424 0.117 0.481 0.437
N 0.805 0.608 0.101 -0.033 -0.666 -0.294
C 0.479 0.998 1.346 0.095 0.131 0.479
C 1.222 0.712 2.513 0.174 0.072 -0.460
C 0.742 1.081 3.734 -0.255 0.188 0.308
C -0.497 1.762 3.752 0.238 -0.103 0.045
C -1.306 2.003 2.657 -0.152 0.131 -0.381
C -0.823 1.572 1.389 0.018 0.166 0.266
O -1.465 1.659 0.244 -0.398 -0.760 -0.479
C -2.651 2.694 2.929 0.048 -0.071 0.220
C -2.410 4.036 3.638 0.000 -0.037 -0.043
C -3.479 1.775 3.845 -0.024 0.072 -0.042
C -3.482 2.964 1.683 0.067 0.129 -0.024
C 1.511 0.739 5.011 0.054 -0.135 -0.111
C 2.924 1.334 4.922 -0.063 0.009 0.047
C 1.604 -0.791 5.122 -0.014 0.066 0.066
C 0.834 1.272 6.273 0.019 -0.009 -0.033
C 1.869 -0.143 -1.773 -0.042 -0.103 -0.318
O 0.729 -0.514 -2.159 -0.142 0.198 -0.331
C 3.069 -0.214 -2.577 0.057 -0.270 -0.212
C 4.238 0.052 -1.937 -0.133 -0.002 0.132
C 3.016 -0.593 -4.061 -0.105 -0.008 0.098
C 2.353 -1.964 -4.250 0.077 0.017 0.058
C 4.416 -0.671 -4.671 -0.042 0.124 0.016
C 2.215 0.489 -4.803 0.036 -0.047 -0.007
H 6.776 1.123 1.850 -0.010 0.025 0.012
H 5.208 0.365 2.102 -0.001 0.025 0.005
H 5.314 2.074 1.611 -0.013 -0.018 0.015
H 7.570 1.775 -0.383 0.000 0.024 -0.028
H 6.088 2.671 -0.746 0.023 0.004 0.001
H 6.660 1.407 -1.844 0.017 0.014 0.007
H 7.465 -0.640 0.363 0.001 -0.003 -0.023
H 6.603 -1.033 -1.120 0.001 -0.017 0.014
H 5.914 -1.483 0.449 0.019 -0.005 -0.006
H 3.277 1.217 1.107 0.046 -0.076 0.015
H 2.142 0.153 2.419 -0.019 -0.023 0.048
H -0.852 2.102 4.714 -0.043 -0.032 -0.031
H -1.890 3.913 4.588 -0.003 0.041 -0.012
H -3.371 4.511 3.845 0.024 0.008 0.030
H -1.826 4.712 3.011 0.013 -0.014 0.013
H -2.989 1.613 4.806 -0.025 -0.013 -0.002
H -3.642 0.801 3.374 -0.011 0.015 0.002
H -4.453 2.229 4.040 0.006 -0.029 0.012
H -2.928 3.534 0.936 0.004 0.012 0.009
H -4.361 3.547 1.969 -0.021 -0.071 0.007
H -3.814 2.029 1.247 0.057 -0.010 0.003
H 3.487 0.917 4.085 0.007 0.006 0.011
H 3.476 1.116 5.838 0.023 -0.001 -0.026
H 2.879 2.418 4.801 0.028 -0.004 0.000
H 2.109 -1.231 4.260 -0.010 -0.012 0.008
H 0.607 -1.230 5.201 0.020 -0.027 -0.020
H 2.163 -1.067 6.017 0.008 -0.013 -0.021
H 0.806 2.364 6.290 -0.055 -0.009 -0.004
H 1.402 0.945 7.144 0.008 0.032 0.001
H -0.180 0.883 6.386 0.003 0.028 0.009
H 5.154 -0.041 -2.502 -0.003 -0.012 0.026
H 2.910 -2.735 -3.713 -0.002 -0.018 -0.050
H 2.341 -2.225 -5.311 0.038 -0.005 0.013
H 1.333 -1.969 -3.885 -0.037 -0.012 -0.002
H 5.017 -1.442 -4.186 0.026 0.013 -0.031
H 4.943 0.284 -4.611 0.025 -0.026 -0.018
H 4.332 -0.931 -5.727 -0.002 -0.007 0.009
H 1.196 0.559 -4.414 -0.006 -0.012 -0.019
H 2.163 0.248 -5.866 -0.027 0.009 0.010
H 2.697 1.463 -4.701 -0.025 0.011 -0.010
C -2.275 0.664 -3.972 0.115 0.052 -0.103
N -1.763 1.340 -2.762 0.128 -0.222 0.203
C -2.732 2.311 -2.253 0.106 0.498 0.298
C -3.730 1.578 -1.432 -0.151 -0.083 0.030
N -3.553 0.336 -1.043 0.042 0.040 -0.006
C -4.665 0.040 -0.227 0.116 -0.178 -0.110
C -5.022 -1.126 0.447 0.063 0.005 -0.001
C -6.210 -1.115 1.149 -0.008 0.035 0.029
C -7.028 0.025 1.195 0.022 -0.019 -0.006
C -6.680 1.186 0.537 -0.068 0.062 -0.049
C -5.494 1.159 -0.184 -0.061 -0.103 -0.106
N -4.870 2.113 -0.981 -0.140 -0.031 -0.057
C -1.824 -0.749 -3.987 -0.132 -0.111 -0.175
N -1.484 -1.397 -2.908 -0.067 -0.241 0.305
C -1.003 -2.650 -3.329 -0.159 0.000 0.048
C -0.417 -3.703 -2.627 0.057 0.096 -0.003
C -0.032 -4.810 -3.353 -0.003 0.019 -0.036
C -0.205 -4.875 -4.745 0.030 -0.023 0.056
C -0.754 -3.828 -5.453 -0.024 0.003 -0.084
C -1.146 -2.720 -4.714 -0.072 0.023 0.088
N -1.674 -1.489 -5.095 0.101 -0.163 -0.095
H -1.928 1.159 -4.881 -0.025 0.107 0.034
H -3.366 0.702 -3.969 0.008 0.014 0.084
H -0.873 1.795 -2.946 -0.023 0.028 -0.136
H -3.231 2.865 -3.052 0.094 -0.030 -0.095
H -2.211 3.025 -1.613 -0.008 -0.030 -0.007
H -4.395 -2.004 0.418 -0.047 -0.006 0.021
H -6.522 -2.004 1.680 0.011 -0.002 -0.011
H -7.958 -0.012 1.745 0.034 0.009 0.043
H -7.307 2.067 0.578 -0.006 -0.015 -0.038
H -5.168 3.067 -1.107 -0.008 -0.006 -0.036
H -0.243 -3.642 -1.563 0.020 -0.054 -0.013
H 0.421 -5.648 -2.840 0.016 0.010 -0.004
H 0.115 -5.763 -5.273 -0.006 0.008 -0.010
H -0.862 -3.871 -6.528 -0.025 0.009 0.010
H -1.910 -1.215 -6.036 0.031 0.073 0.017
F -2.662 -4.747 3.018 -0.036 0.006 0.005
C -2.327 -3.782 2.163 0.025 0.019 0.002
C -2.537 -3.985 0.812 -0.032 -0.109 -0.156
C -2.179 -2.982 -0.077 -0.002 -0.039 0.352
C -1.605 -1.810 0.404 0.262 0.596 -0.460
C -1.410 -1.611 1.769 -0.270 -0.490 0.000
C -1.784 -2.611 2.657 0.041 0.144 0.089
H -2.982 -4.912 0.473 0.012 0.000 0.012
H -2.363 -3.131 -1.131 -0.104 0.016 0.027
H -0.995 -0.700 2.166 0.022 0.027 0.047
H -1.669 -2.482 3.725 0.036 -0.044 -0.008
```
Positions in Å, forces in eV/Å.